A structure of composition C39H14AuF15GeN5OS2. Source: the OMol25 dataset; level of theory: ωB97M-V/def2-TZVPD.

The HOMO energy is -5.4222 eV. The LUMO energy comes out at 1.62 eV. As for the total charge: -1. The calculation puts the relative energy (zero: lowest compared OMol25 entry of this formula, charge and spin) at 19.3 kJ/mol. As for the gap between HOMO and LUMO: 7.05 eV.

CARTESIAN COORDINATES (ANGSTROEM)
Au: -3.485 -3.853 -3.659
Ge: -0.875 1.286 -1.339
S: -1.809 -0.245 -2.429
S: -8.093 -4.111 -4.786
F: 5.237 1.839 -0.795
F: -2.037 6.779 -3.842
F: 1.582 -0.471 -2.550
F: 3.572 3.715 0.262
F: -3.657 1.415 -0.121
F: -0.216 1.068 4.042
F: 4.201 -0.272 -2.167
F: 0.922 3.472 -0.029
F: -2.876 6.321 -1.301
F: -4.609 1.210 2.367
F: -0.158 2.497 -4.006
F: 0.752 1.235 1.585
F: -2.382 3.984 -0.113
F: -0.668 4.853 -5.187
F: -2.901 1.037 4.472
O: 5.119 1.108 4.722
N: -3.303 -3.668 -1.096
N: 1.763 -2.042 0.178
N: -1.477 -3.709 -3.128
N: -5.347 -3.899 -4.341
N: 0.260 -1.977 1.813
C: 3.791 -0.810 1.971
C: 1.127 1.477 -1.277
C: -2.423 1.128 3.227
C: 3.066 2.684 -0.424
C: -1.283 3.123 -2.030
C: 2.458 -1.002 2.338
C: -1.062 1.137 3.004
C: -0.585 1.218 1.706
C: 0.757 -3.525 -3.949
C: -1.792 5.602 -3.259
C: -2.220 5.363 -1.968
C: 0.593 -2.537 -0.351
C: -0.859 3.409 -3.316
C: 1.194 -3.116 -2.710
C: -1.067 -3.349 -1.898
C: -2.050 -3.304 -0.813
C: 4.681 1.694 5.932
C: 1.703 2.537 -0.596
C: -1.671 -2.888 0.470
C: -3.941 -3.179 1.148
C: -0.313 -2.488 0.678
C: -1.412 1.295 0.599
C: 2.877 0.233 4.373
C: -4.220 -3.596 -0.157
C: 2.018 -0.474 3.546
C: 4.200 0.422 3.991
C: 0.277 -3.013 -1.662
C: -2.651 -2.833 1.464
C: 3.385 0.673 -1.665
C: -1.100 4.619 -3.942
C: -6.498 -3.988 -4.513
C: -2.773 1.297 0.872
C: 2.013 0.575 -1.832
C: 4.655 -0.106 2.784
C: 3.918 1.732 -0.958
C: 1.494 -1.692 1.477
C: -0.597 -3.797 -4.121
C: -3.289 1.213 2.152
C: -1.957 4.138 -1.378
H: 5.546 2.201 6.352
H: -4.734 -3.131 1.883
H: 4.175 -1.207 1.040
H: 4.329 0.936 6.637
H: -5.226 -3.880 -0.446
H: 2.234 -2.855 -2.554
H: 2.602 -1.822 -0.329
H: -2.371 -2.509 2.458
H: 1.428 -3.608 -4.792
H: -0.991 -4.081 -5.086
H: 5.686 0.056 2.500
H: 2.497 0.640 5.299
H: 0.981 -0.605 3.823
H: 3.885 2.422 5.755